{"formula": "C32H28N4O4SSbTl", "method": "ωB97M-V/def2-TZVPD", "de_lowest_ev": 0.423, "lumo_ev": -0.547, "spin_multiplicity": 1, "species": ["Tl", "C", "C", "C", "C", "C", "C", "Sb", "C", "C", "C", "C", "C", "C", "C", "C", "C", "C", "C", "C", "H", "H", "H", "H", "H", "H", "H", "H", "H", "H", "H", "H", "H", "H", "H", "O", "C", "O", "C", "C", "C", "C", "C", "C", "N", "O", "O", "H", "H", "H", "H", "C", "C", "C", "C", "N", "C", "S", "N", "C", "H", "H", "H", "H", "H", "H", "H", "H", "N", "C", "H"], "xyz": [[-1.01751, -0.48812, -3.07449], [6.86091, 0.25229, -2.07710], [5.93690, 0.40659, -3.09900], [4.57922, 0.27015, -2.83104], [4.12949, -0.01275, -1.54315], [5.06915, -0.16713, -0.52530], [6.42527, -0.03762, -0.78989], [2.01239, -0.14838, -1.21711], [2.01616, -1.39467, 0.50783], [1.51704, -2.68703, 0.36890], [1.47623, -3.55345, 1.45130], [1.92507, -3.13016, 2.69386], [2.41681, -1.84206, 2.84696], [2.46251, -0.97970, 1.75946], [1.84292, 1.74234, -0.23991], [2.45809, 2.85800, -0.80477], [2.23864, 4.12665, -0.28509], [1.39721, 4.29501, 0.80717], [0.79334, 3.18815, 1.38759], [1.01758, 1.91972, 0.86677], [7.91948, 0.35380, -2.28159], [6.27019, 0.62959, -4.10493], [3.86643, 0.38717, -3.64153], [4.74546, -0.39932, 0.48252], [7.14483, -0.16203, 0.01035], [1.14162, -3.02275, -0.59278], [1.08404, -4.55567, 1.32811], [1.88510, -3.80053, 3.54342], [2.76269, -1.50453, 3.81613], [2.84030, 0.02734, 1.89677], [3.11572, 2.74316, -1.66025], [2.72148, 4.98488, -0.73629], [1.22128, 5.28482, 1.20962], [0.14288, 3.30758, 2.24667], [0.54745, 1.06646, 1.33656], [-1.55630, -1.40071, 1.21575], [-1.56149, -0.41486, 0.48180], [-1.05233, -0.35662, -0.69434], [-2.14808, 0.87166, 1.04842], [-2.56959, 0.88771, 2.37205], [-3.08861, 2.03804, 2.94858], [-3.17304, 3.20371, 2.20904], [-2.72291, 3.17798, 0.89909], [-2.22476, 2.03521, 0.29858], [-2.76405, 4.44305, 0.14858], [-2.19866, 4.50581, -0.93898], [-3.35594, 5.37779, 0.63335], [-2.46224, -0.02175, 2.94762], [-3.41657, 2.03223, 3.97959], [-3.56134, 4.11957, 2.62779], [-1.89342, 2.02582, -0.72583], [-2.61707, -4.81419, -2.11005], [-3.23075, -3.65832, -1.39441], [-3.54060, -3.61992, -0.07535], [-4.12573, -2.43514, 0.43129], [-4.34219, -1.36524, -0.30695], [-3.98697, -1.37277, -1.60751], [-4.10382, -0.04086, -2.62417], [-3.48964, -2.54694, -2.12793], [-4.49228, -2.35276, 1.87478], [-2.47440, -5.64933, -1.42985], [-1.64606, -4.52974, -2.52088], [-3.25213, -5.13927, -2.93609], [-3.33826, -4.46325, 0.56699], [-3.31717, -2.54291, -3.12277], [-4.75562, -3.32783, 2.28207], [-5.30714, -1.64594, 2.01556], [-3.60924, -1.98671, 2.40400], [-0.52578, 3.07463, -2.61140], [-0.03215, 2.22121, -3.21642], [-1.03005, 3.71286, -1.99776]], "lowdin_charge": [0.65, -0.10, -0.10, -0.16, -0.39, -0.11, -0.09, 1.47, -0.38, -0.14, -0.09, -0.09, -0.08, -0.14, -0.37, -0.14, -0.09, -0.09, -0.08, -0.13, 0.10, 0.10, 0.09, 0.08, 0.10, 0.09, 0.10, 0.10, 0.10, 0.10, 0.10, 0.10, 0.10, 0.11, 0.09, 0.02, -0.63, -0.35, -0.12, 0.00, -0.05, 0.00, -0.13, 0.05, -0.31, 0.03, 0.10, 0.11, 0.11, 0.12, 0.10, 0.00, -0.27, 0.03, -0.30, 0.13, -0.86, 0.54, 0.08, -0.01, 0.09, 0.09, 0.09, 0.13, 0.11, 0.08, 0.09, 0.07, 0.13, -0.13, 0.04]}

{"formula": "C21H56O21S7", "method": "ωB97M-V/def2-TZVPD", "de_lowest_ev": 0.864, "lumo_ev": 0.230, "spin_multiplicity": 1, "smiles": "CCOS(C)(=O)=O.CCOS(C)(=O)=O.CCOS(C)(=O)=O.CCOS(C)(=O)=O.CCOS(C)(=O)=O.CCOS(C)(=O)=O.CCOS(C)(=O)=O", "species": ["O", "S", "O", "O", "C", "C", "C", "H", "H", "H", "H", "H", "H", "H", "H", "O", "S", "O", "O", "C", "C", "C", "H", "H", "H", "H", "H", "H", "H", "H", "O", "S", "O", "O", "C", "C", "C", "H", "H", "H", "H", "H", "H", "H", "H", "O", "S", "O", "O", "C", "C", "C", "H", "H", "H", "H", "H", "H", "H", "H", "O", "S", "O", "O", "C", "C", "C", "H", "H", "H", "H", "H", "H", "H", "H", "O", "S", "O", "O", "C", "C", "C", "H", "H", "H", "H", "H", "H", "H", "H", "O", "S", "O", "O", "C", "C", "C", "H", "H", "H", "H", "H", "H", "H", "H"], "xyz": [[-1.50657, -4.78252, -2.90956], [-0.81472, -6.02387, -2.68882], [-1.25479, -7.08212, -1.81373], [-0.67143, -6.68084, -4.17830], [-0.22266, -8.03832, -4.25697], [0.20920, -8.36245, -5.66574], [0.92826, -5.65879, -2.26593], [-0.98609, -8.75351, -3.94686], [0.59379, -8.14897, -3.53872], [-0.67735, -8.37110, -6.30420], [0.64680, -9.35122, -5.78875], [0.90527, -7.60506, -6.02681], [1.27053, -4.88554, -2.94602], [1.46776, -6.59749, -2.36317], [0.97469, -5.34474, -1.22431], [2.68006, -3.24282, -0.23245], [2.05124, -3.83122, 0.92951], [1.21257, -4.99402, 0.75387], [3.22484, -4.27091, 1.95135], [4.39848, -3.43595, 1.99586], [4.71760, -3.04851, 3.42995], [1.22636, -2.56127, 1.86454], [4.42773, -2.61347, 1.28451], [5.20723, -4.08558, 1.64805], [5.47660, -2.26758, 3.42761], [5.08522, -3.87636, 4.03604], [3.80680, -2.71922, 3.93458], [0.18561, -2.53547, 1.54998], [1.66931, -1.59533, 1.62656], [1.39497, -2.73875, 2.92212], [1.50048, 0.45943, 0.22674], [1.11618, 1.36798, -0.81427], [2.02762, 2.30539, -1.37998], [0.55205, 0.47389, -2.06906], [-0.38991, -0.52314, -1.72382], [0.10659, -1.94416, -2.01109], [-0.37636, 2.14857, -0.31335], [-1.35032, -0.33814, -2.20726], [-0.54709, -0.53239, -0.63986], [-0.59355, -2.70192, -1.65734], [0.99421, -2.15226, -1.40811], [0.32847, -2.02980, -3.07471], [-1.04396, 1.32848, -0.03788], [-0.78924, 2.75254, -1.11714], [-0.31877, 2.72054, 0.61301], [-2.57708, 2.76656, 4.30250], [-3.44497, 2.35914, 3.23783], [-4.87553, 2.54796, 3.32026], [-2.85210, 3.17416, 1.95539], [-3.54570, 3.13138, 0.68378], [-3.22650, 4.47951, 0.03754], [-3.13292, 0.64192, 2.76120], [-4.62271, 3.02698, 0.82816], [-3.15288, 2.27271, 0.13576], [-3.92167, 4.56178, -0.80521], [-2.19012, 4.48980, -0.28555], [-3.48058, 5.27906, 0.72606], [-2.16895, 0.63634, 2.26755], [-3.93038, 0.38879, 2.06606], [-3.28271, 0.02044, 3.63912], [-3.08918, -3.28034, -0.69402], [-3.76386, -2.01888, -0.55467], [-3.17005, -0.89312, 0.11153], [-4.13884, -1.50190, -2.04927], [-3.50750, -2.19872, -3.12869], [-3.73117, -1.45416, -4.44087], [-5.38989, -2.26985, 0.14580], [-3.88382, -3.22098, -3.18019], [-2.43134, -2.26598, -2.96085], [-3.14456, -0.53518, -4.43646], [-4.79108, -1.19223, -4.42812], [-3.42241, -2.06865, -5.28020], [-5.28042, -2.68802, 1.14661], [-5.90501, -3.04840, -0.41263], [-5.89133, -1.30795, 0.18374], [4.33342, 6.71924, 1.89860], [3.66901, 7.45011, 0.85294], [4.21220, 8.66541, 0.28049], [3.25039, 6.42982, -0.31880], [2.69687, 6.90525, -1.55753], [2.52535, 5.66083, -2.43310], [2.02161, 7.86769, 1.45578], [3.47676, 7.52923, -2.00031], [1.77906, 7.46997, -1.39259], [2.46856, 5.98994, -3.47136], [1.62763, 5.11429, -2.15384], [3.39925, 5.02143, -2.34186], [1.37502, 7.02311, 1.67026], [1.51888, 8.55051, 0.77416], [2.25328, 8.43107, 2.36111], [-0.48697, 0.34509, 3.00933], [0.73533, 0.84023, 3.54396], [1.92731, 0.02962, 3.52988], [1.01536, 2.22781, 2.73956], [2.36897, 2.72717, 2.72430], [2.32481, 4.24738, 2.78919], [0.55375, 1.54643, 5.19981], [2.80240, 2.41286, 1.77399], [2.90787, 2.32009, 3.57961], [1.64418, 4.61435, 2.02444], [3.32333, 4.67268, 2.81871], [1.90338, 4.50487, 3.76818], [1.46150, 2.10951, 5.38502], [0.34561, 0.73563, 5.89212], [-0.33262, 2.17418, 5.11565]], "lowdin_charge": [-0.29, 0.64, -0.28, -0.26, -0.30, -0.07, -0.09, 0.12, 0.10, 0.08, 0.08, 0.08, 0.07, 0.06, 0.02, -0.30, 0.63, -0.29, -0.25, -0.27, -0.06, -0.10, 0.12, 0.12, 0.08, 0.08, 0.07, 0.08, 0.04, 0.07, -0.27, 0.62, -0.26, -0.22, -0.30, -0.05, -0.12, 0.11, 0.09, 0.06, 0.06, 0.09, 0.05, 0.08, 0.07, -0.29, 0.62, -0.29, -0.28, -0.26, -0.05, -0.12, 0.12, 0.10, 0.08, 0.06, 0.09, 0.02, 0.05, 0.08, -0.27, 0.61, -0.29, -0.25, -0.29, -0.05, -0.11, 0.12, 0.08, 0.07, 0.08, 0.08, 0.08, 0.07, 0.07, -0.28, 0.61, -0.29, -0.28, -0.25, -0.05, -0.12, 0.12, 0.12, 0.08, 0.07, 0.09, 0.06, 0.06, 0.07, -0.29, 0.62, -0.28, -0.28, -0.25, -0.05, -0.08, 0.12, 0.11, 0.07, 0.07, 0.08, 0.07, 0.08, 0.05]}

{"formula": "C6H15Cl2NO3P", "method": "ωB97M-V/def2-TZVPD", "lumo_ev": [-5.358, -7.959], "spin_multiplicity": 3, "charge": 1, "species": ["C", "C", "C", "C", "C", "C", "N", "O", "O", "O", "P", "Cl", "Cl", "H", "H", "H", "H", "H", "H", "H", "H", "H", "H", "H", "H", "H", "H", "H"], "xyz": [[-0.38485, 2.60704, 0.31631], [-0.28689, 1.25606, -1.95585], [0.63809, -1.78191, -0.81149], [0.05119, -1.79485, 1.58726], [0.20785, 1.39830, -0.39578], [0.64238, -1.04225, 0.46090], [-0.05606, 0.22919, 0.41511], [-2.69522, 0.21270, 1.94162], [-2.96146, 0.81582, -0.53517], [-2.58869, -1.56363, 0.19778], [-2.13249, -0.03907, 0.45538], [-4.29401, 1.75578, -0.05776], [-4.08958, -1.80522, -0.66937], [-1.31785, 2.82514, -0.06626], [-0.40772, 2.45865, 1.45869], [0.16670, 3.59882, -0.01672], [-1.23988, 0.65221, -1.83075], [0.48208, 0.66768, -2.57098], [-0.35921, 2.27726, -2.33002], [1.27103, -1.34221, -1.61692], [0.91931, -2.89262, -0.71439], [-0.43087, -1.91340, -1.21180], [-1.06301, -1.73172, 1.48123], [0.35436, -1.35682, 2.57874], [0.32583, -2.90272, 1.45277], [1.23367, 1.35918, -0.36274], [1.69261, -0.64443, 0.60574], [-1.85593, 0.11191, 2.41880]], "nbo_charge": [-0.65, -0.61, -0.64, -0.61, -0.08, -0.11, -0.49, -0.93, -0.85, -0.84, 2.28, 0.38, 0.41, 0.21, 0.23, 0.26, 0.20, 0.23, 0.24, 0.24, 0.25, 0.21, 0.19, 0.24, 0.25, 0.23, 0.25, 0.53]}